--- 1 ---
Entry from OMol25: a 2-piece molecular cluster, H2N2O2 overall (ωB97M-V with the def2-TZVPD basis set).

Computed properties:
Multiplicity = 1
E_HOMO (alpha / beta) = -0.3886 / -0.3811 hartree

Last column: Mulliken charge in e.
Positions of all 6 atoms, in Å:
O: -0.14563 0.56958 1.77084  -0.413
O: -1.58098 -0.06907 0.27991  -0.401
N: 0.89112 -0.43359 -0.59476  -0.483
N: -0.51915 0.08946 0.76576  0.761
H: 0.24485 -0.69378 -1.30512  0.269
H: 1.10979 0.53740 -0.91663  0.267

=====

--- 2 ---
Entry from OMol25: one molecule with the formula H2N2O2 (ωB97M-V with the def2-TZVPD basis set).

Computed properties:
SMILES string = N[N+](=O)[O-]
Multiplicity = 1
E_HOMO = -0.4248 hartree

Last column: Mulliken charge in e.
Positions of all 6 atoms, in Å:
O: -1.16787 1.06251 -0.01486  -0.569
O: 0.87835 1.14009 -0.74722  -0.583
N: 0.01649 -0.71278 0.07085  -0.449
N: -0.10730 0.63243 -0.21698  1.117
H: -0.54816 -1.17416 0.71247  0.250
H: 0.92847 -0.94808 0.19574  0.234

=====

The most stable of them is 2.

=====

--- 1 ---
Entry from OMol25: one molecule with the formula C3O2 (ωB97M-V with the def2-TZVPD basis set).

Computed properties:
Multiplicity = 1
E_HOMO (alpha / beta) = -0.3669 / -0.3668 hartree

Last column: Mulliken charge in e.
Positions of all 5 atoms, in Å:
O: -2.13583 0.21460 0.12959  -0.179
O: 1.27290 0.71432 -0.11477  -0.075
C: 0.39968 -0.21642 0.43543  0.316
C: -1.17509 -0.16551 -0.36791  0.193
C: 1.63834 -0.54700 -0.08233  -0.255

=====

--- 2 ---
Entry from OMol25: one molecule with the formula C3O2 (ωB97M-V with the def2-TZVPD basis set).

Computed properties:
Multiplicity = 1
E_HOMO (alpha / beta) = -0.3869 / -0.3868 hartree

Last column: Mulliken charge in e.
Positions of all 5 atoms, in Å:
O: 2.06671 1.45510 -0.31580  -0.402
O: -1.41715 -0.62401 0.69548  -0.071
C: 0.78508 0.48815 0.02031  0.185
C: -0.31791 -0.08586 -0.02668  0.351
C: -1.11672 -1.23338 -0.37332  -0.063

=====

The most stable of them is 1.

=====

--- 1 ---
Entry from OMol25: a 2-piece molecular cluster, C6H12NO2S overall (ωB97M-V with the def2-TZVPD basis set).

Computed properties:
Multiplicity = 1
E_HOMO = -0.4730 hartree
Net charge = +1

Last column: Mulliken charge in e.
Positions of all 22 atoms, in Å:
S: -0.29065 -0.30590 0.73887  1.016
O: -0.36038 -1.66946 0.34661  -0.520
O: -0.84813 -0.23949 2.23630  -0.481
N: 1.64853 -0.22835 1.40134  -0.111
C: -1.13665 0.69897 -2.84691  -0.482
C: -1.83226 -0.58972 -2.58153  -0.348
C: 2.14239 -1.24059 1.96745  -0.180
C: -2.07664 0.99112 -0.32377  -1.068
C: -1.81919 0.54290 -1.60439  0.358
C: 2.45031 0.92134 1.15741  -0.852
H: -1.68402 1.87936 0.13100  0.497
H: -1.21760 -0.99948 2.72214  0.361
H: 3.45108 0.77415 0.55996  0.334
H: 3.17676 -1.29216 2.54867  0.266
H: 2.68179 1.44927 2.04005  0.404
H: 1.84503 1.62422 0.49392  0.235
H: -1.61092 1.60644 -3.44023  0.219
H: -2.91454 0.41622 0.02779  0.374
H: -2.78578 -0.96096 -3.16954  0.238
H: 1.63973 -2.20439 2.03226  0.265
H: -1.16215 -1.40274 -2.32792  0.204
H: -0.14652 0.51040 -2.87265  0.271

=====

--- 2 ---
Entry from OMol25: an isolated ion of composition C6H12NO2S and charge +1 (ωB97M-V with the def2-TZVPD basis set).

Computed properties:
SMILES string = C/C(=C/O)SC/[N+](C)=C\O
Multiplicity = 1
E_HOMO = -0.4578 hartree
Net charge = +1

Last column: Mulliken charge in e.
Positions of all 22 atoms, in Å:
S: 1.67292 -0.16728 0.72094  -0.046
O: 1.01017 2.85865 -0.04849  -0.381
O: 0.65435 -0.14619 -2.03395  -0.428
N: -0.58506 1.34681 0.42678  0.123
C: 0.24632 0.74028 1.44661  -0.830
C: -1.89391 0.77310 0.21535  -0.915
C: 0.68150 -2.79518 0.63136  -1.151
C: -0.15698 2.34205 -0.27728  0.215
C: 0.53848 -1.35118 -1.40487  -0.311
C: 0.85520 -1.52452 -0.12373  0.342
H: -2.54367 1.03912 1.04955  0.368
H: -0.35682 0.06786 2.05335  0.450
H: 0.13129 -2.16847 -1.98728  0.389
H: 1.26727 3.57974 -0.64100  0.390
H: -2.33378 1.12963 -0.71299  0.341
H: 0.70111 1.50935 2.07044  0.424
H: -1.81176 -0.31376 0.17053  0.345
H: 1.65141 -3.25174 0.82527  0.302
H: 0.07372 -3.50035 0.06977  0.386
H: -0.79986 2.72386 -1.06705  0.364
H: 0.21087 -2.61044 1.59479  0.294
H: 0.78721 -0.28134 -2.97810  0.330

=====

The most stable of them is 2.

=====

--- 1 ---
Entry from OMol25: CH3Br2PS as an isolated structure (ωB97M-V with the def2-TZVPD basis set).

Computed properties:
Multiplicity = 1
E_HOMO (alpha / beta) = -0.3269 / -0.3094 hartree

Last column: Mulliken charge in e.
Positions of all 8 atoms, in Å:
Br: 1.19217 1.60961 0.20880  0.011
Br: 3.18013 -0.78674 -0.43146  -0.024
S: -1.34813 -1.13206 0.75117  -0.225
P: -1.49403 0.24830 -0.66421  0.028
C: 1.92365 -0.00227 0.68468  -0.393
H: -2.50183 1.08437 -0.18968  0.087
H: 1.31186 -0.65378 1.29668  0.439
H: -2.26383 -0.36744 -1.65597  0.077

=====

--- 2 ---
Entry from OMol25: a 2-piece molecular cluster, CH3Br2PS overall (ωB97M-V with the def2-TZVPD basis set).

Computed properties:
Multiplicity = 1
E_HOMO (alpha / beta) = -0.3380 / -0.3141 hartree

Last column: Mulliken charge in e.
Positions of all 8 atoms, in Å:
Br: 2.22565 3.39745 1.86416  -0.050
Br: 2.63221 3.95416 -1.51495  -0.138
S: -0.24915 2.23588 -1.38677  -0.112
P: 3.77209 3.74417 0.42795  0.196
C: 0.77121 0.74467 -1.71331  -0.823
H: 0.33359 0.02446 -2.41970  0.315
H: 1.69928 0.96633 -1.98828  0.290
H: 0.84414 0.06829 -0.90542  0.323

=====

The most stable of them is 2.

=====

--- 1 ---
Entry from OMol25: C21H43BO2P2Tc as an isolated structure (ωB97M-V with the def2-TZVPD basis set).

Computed properties:
Multiplicity = 4
E_HOMO (alpha / beta) = -0.4897 / -0.4930 hartree
Net charge = +2

Last column: Mulliken charge in e.
Positions of all 70 atoms, in Å:
Tc: 0.95653 -1.84204 0.01506  -0.325
P: 0.32660 0.77034 -2.72659  1.076
P: -0.16966 -2.52337 -1.63910  1.219
O: -0.37712 -1.67024 3.08046  -0.678
O: 0.81954 0.08552 2.24759  -0.532
C: -0.27285 1.96906 -4.12397  -1.455
C: -0.42206 -1.96977 -3.37141  -1.533
C: -1.76763 3.06889 -1.03599  -0.327
C: -2.82889 2.29299 -1.78511  -0.963
C: -1.88753 0.46374 -0.64015  -1.036
C: -0.10718 -0.74375 4.09868  1.596
C: -1.25383 -0.65755 5.06665  -1.704
C: -1.19343 1.26238 2.92549  -1.658
C: 1.02119 1.66005 3.96993  -1.747
C: 0.34587 2.76991 0.05427  0.005
C: -2.59171 0.77652 -1.91827  -0.178
C: 2.72319 -2.11053 1.09651  -1.309
C: -1.52510 -3.70649 -1.51403  -1.184
C: 0.63834 1.27583 -0.06734  -0.024
C: 0.33078 -0.73846 -3.83977  -0.973
C: 1.39489 -3.47698 -2.09044  -1.768
C: 1.13718 -1.12625 4.89806  -1.783
C: -0.40465 3.07932 -1.20279  -0.410
C: 0.11732 0.59719 3.35223  1.047
C: -0.56427 0.64324 -0.61259  1.196
C: 2.10595 1.22482 -2.86264  -1.660
B: 0.32301 -1.22732 1.95473  0.979
H: 2.66999 0.35811 -2.49607  0.375
H: -1.63545 1.71791 3.82122  0.533
H: -2.44732 -3.11167 -1.41963  0.392
H: -1.56020 -4.30336 -2.44205  0.414
H: -1.92398 0.55073 2.50491  0.224
H: -3.51384 0.24871 -2.09099  0.665
H: -3.11055 2.83644 -2.68048  0.484
H: 2.34450 2.12627 -2.27071  0.445
H: -1.50492 -1.88106 -3.53171  0.503
H: 3.01972 -1.06826 1.34831  0.303
H: -2.32969 -0.28594 0.04846  0.639
H: 0.24806 3.49157 -2.00819  0.739
H: -0.01529 -2.81585 -3.91908  0.812
H: -1.02559 1.45809 -4.75374  0.506
H: -2.15776 3.63209 -0.16733  0.379
H: 1.42786 -0.93955 -3.95570  0.530
H: 1.18245 2.48569 3.25726  0.376
H: -1.01985 2.09794 2.23741  0.261
H: -1.04633 0.19728 5.72872  0.359
H: 2.31681 1.44813 -3.92455  0.621
H: 2.41876 -2.70762 1.99182  0.300
H: 2.00719 1.28311 4.28315  0.382
H: -1.45698 -4.37899 -0.64641  0.423
H: 1.25504 -0.41110 5.71477  0.425
H: 0.52245 2.10150 4.83964  0.405
H: 0.97851 -2.10415 5.36593  0.497
H: 3.50937 -2.57966 0.45186  0.396
H: 2.23452 -2.81564 -2.36005  0.448
H: -1.84089 0.58395 -2.73161  -0.700
H: -0.09023 -0.44888 -4.83477  0.481
H: 1.18985 0.89896 0.81344  0.140
H: -1.31752 -1.56578 5.67716  0.468
H: 1.11163 -4.05901 -2.97564  0.504
H: -0.29292 2.80830 0.94703  -0.178
H: 1.55148 1.15300 -0.68413  -0.228
H: 2.24899 -1.10671 -0.62433  0.059
H: -3.68651 2.30038 -1.10247  0.433
H: 0.61291 2.17272 -4.74958  0.484
H: 2.06943 -1.11304 4.31681  0.247
H: 1.80227 -4.19581 -1.37827  0.496
H: 1.27570 3.32311 0.24908  0.392
H: -2.20574 -0.45179 4.56249  0.325
H: -0.69041 2.92282 -3.74143  0.370

=====

--- 2 ---
Entry from OMol25: C21H43BO2P2Tc as an isolated structure (ωB97M-V with the def2-TZVPD basis set).

Computed properties:
Multiplicity = 4
E_HOMO (alpha / beta) = -0.4882 / -0.4896 hartree
Net charge = +2

Last column: Mulliken charge in e.
Positions of all 70 atoms, in Å:
Tc: -0.27631 -1.21423 1.12947  -0.025
P: 0.05922 1.43508 -3.32058  0.781
P: -0.06033 -2.46904 -3.21823  1.256
O: 0.28704 1.37733 2.91127  -0.351
O: -0.83296 -0.41098 3.88610  -0.337
C: 1.38879 -0.34480 -1.43562  0.989
C: -1.75603 -1.09905 -1.33641  -1.496
C: 0.55692 1.70047 -0.17166  -0.057
C: 1.02806 2.63646 4.78420  -1.731
C: -1.22221 -3.81316 -3.58206  -1.402
C: 0.43184 0.12972 -4.54985  -1.020
C: 1.60146 -3.11041 -3.32256  -1.399
C: 0.71086 -1.49916 -0.73731  -0.757
C: -1.37302 2.29386 -4.03529  -1.245
C: -0.70629 1.12897 -0.06796  -0.955
C: 0.93863 -0.19669 5.52781  -1.738
C: -1.41332 0.39283 6.02029  -1.682
C: -1.61996 0.43532 -1.08504  0.313
C: -0.40689 -1.16408 -4.46558  -0.927
C: 1.74339 0.94615 -0.65262  -1.277
C: -0.10085 1.78406 4.23146  1.255
C: 1.44397 2.58009 -3.58415  -1.580
C: -0.51995 -1.98459 -1.58073  0.070
C: -0.35001 0.40774 4.94348  1.438
C: -1.38016 2.62533 4.12040  -1.842
C: 0.87597 -2.45999 2.23353  -1.135
B: -0.23942 0.08906 2.70421  0.706
H: -1.10889 1.00902 6.87769  0.354
H: 0.19718 -2.95490 2.95544  0.367
H: 2.38343 2.02713 -3.70416  0.440
H: 1.69713 -1.99724 2.80540  0.273
H: 0.24368 0.62383 -5.50443  0.636
H: 0.79841 2.44903 0.57811  0.524
H: -2.20669 -1.55058 -0.44280  0.613
H: 1.97587 2.08170 4.77368  0.360
H: -1.34277 1.64777 0.67523  0.417
H: -1.21607 3.48732 3.46095  0.424
H: 1.31182 -3.23144 1.57596  0.377
H: -1.16768 -4.56152 -2.78323  0.475
H: -1.73145 3.05966 -3.33383  0.365
H: 2.25295 -0.73771 -2.00318  0.531
H: 2.46223 0.66337 0.13259  0.535
H: -2.37736 0.74265 5.63826  0.376
H: -0.97384 -4.29597 -4.53569  0.477
H: -2.21791 2.04056 3.72194  0.328
H: 1.50863 3.26078 -2.73298  0.417
H: 0.80426 2.93722 5.81886  0.378
H: -0.26323 -1.69590 -5.43312  0.612
H: 1.42016 -2.32905 -0.64532  1.143
H: 0.74486 -1.23972 5.81488  0.450
H: 1.77359 -0.18180 4.81197  0.287
H: 1.23576 3.14595 -4.49568  0.473
H: -1.48580 -0.94123 -4.41459  0.460
H: 1.79825 -3.77174 -2.47277  0.477
H: 2.32658 1.60138 -1.34225  0.476
H: 1.71280 -3.69531 -4.24198  0.456
H: 1.23949 0.34687 6.43884  0.382
H: -1.06557 2.77566 -4.97276  0.480
H: 2.34594 -2.32077 -3.33417  0.394
H: -1.56791 0.97345 -2.04804  -0.813
H: 1.51901 -0.05929 -4.51429  0.387
H: -1.66833 3.01532 5.10485  0.413
H: 1.14792 3.54955 4.18012  0.425
H: -2.19294 1.59773 -4.24598  0.412
H: -2.24981 -3.43605 -3.63438  0.422
H: -1.54744 -0.63812 6.37376  0.452
H: -0.78644 -2.98845 -1.16568  0.550
H: -2.64530 0.68024 -0.75199  0.739
H: -2.53635 -1.24932 -2.12333  0.488
H: 0.64336 -0.03635 -2.20847  -2.083

=====

The most stable of them is 2.